[1]
C23H43FNO4PS | the ωB97M-V functional and the def2-TZVPD basis

```
74
Properties=species:S:1:pos:R:3:forces:R:3:lowdin_charge:R:1
C -0.128 0.725 -4.412 -0.5416 -0.0834 -0.3446 -0.062
C -0.960 1.887 -3.829 0.0490 0.6248 -0.5259 -0.565
C -2.427 1.425 -3.666 -0.1115 0.2266 -0.5984 -0.058
C -0.986 2.990 -4.941 -0.0917 -0.8209 0.2079 -0.071
C -0.327 2.565 -2.579 0.1342 -0.7770 -0.2042 -0.096
C -0.554 1.900 -1.197 0.1699 0.3980 1.2046 -0.436
C -0.439 0.359 -1.174 0.4059 0.4154 0.2061 -0.052
C -1.932 2.270 -0.538 0.7187 -1.0612 -0.3357 -0.046
C 0.532 2.442 -0.213 -0.9105 0.2636 -0.6667 -0.186
C 1.699 1.771 0.092 0.2992 -0.4286 -0.2226 -0.040
C 2.603 2.283 1.001 0.9972 -0.2599 0.4159 -0.012
C 2.366 3.475 1.641 -0.2885 0.7942 0.0503 -0.302
O 3.202 4.027 2.589 0.0777 -0.4677 -0.0377 -0.050
C 3.479 3.131 3.660 -0.2686 0.0907 0.9348 -0.153
C 2.209 2.481 4.256 1.3873 -0.1055 0.1092 -0.166
O 2.106 1.152 3.754 -0.9282 0.4055 0.0525 -0.158
C 0.805 0.791 3.326 -0.1712 -1.5253 0.1159 -0.276
C 0.310 -0.519 4.010 -0.1163 0.5461 -0.0288 -0.327
P 0.895 -2.014 3.014 -1.4934 2.5429 1.7069 0.815
C -0.361 -1.814 1.675 -0.0672 -0.7227 -0.5026 -0.333
C -1.274 -3.063 1.467 -0.4812 0.6983 -0.1836 -0.221
C -1.573 -3.350 -0.032 0.0191 -0.8328 0.3569 -0.195
C -1.288 -4.814 -0.430 0.1607 0.1458 -0.5028 -0.214
C -1.983 -5.183 -1.741 -0.1930 0.0493 -0.5615 -0.307
N -1.488 -6.441 -2.317 -0.0017 -0.0706 0.3872 -0.020
S 1.889 -3.755 1.931 1.5197 -0.8434 -1.9147 0.511
O 3.291 -3.792 2.232 0.0171 -0.1215 1.1542 -0.351
O 1.657 -3.691 0.510 -0.9248 -0.1394 -0.0579 -0.343
F 1.274 -5.179 2.442 0.0635 0.5385 -0.0489 -0.257
C 1.216 4.180 1.332 -0.2031 0.3404 0.1134 0.004
C 0.317 3.664 0.424 -0.1435 0.2383 -0.1597 -0.033
H -0.169 -0.188 -3.808 0.3014 0.2736 0.0432 0.068
H -0.599 0.458 -5.374 0.1311 -0.0304 0.2387 0.082
H 0.901 1.011 -4.664 -0.1356 -0.0614 0.3664 0.090
H -3.014 2.085 -3.016 0.2057 -0.2167 0.0142 0.078
H -2.898 1.511 -4.659 0.0673 -0.1843 0.2394 0.082
H -2.543 0.375 -3.375 0.0825 0.2736 0.2395 0.076
H -1.144 2.470 -5.896 0.0028 0.3372 0.0744 0.077
H -1.845 3.651 -4.775 0.3944 0.1820 -0.0169 0.084
H -0.033 3.531 -4.995 -0.2893 0.0582 0.0477 0.086
H 0.762 2.591 -2.756 -0.2426 0.0037 0.0063 0.129
H -0.640 3.620 -2.564 -0.0727 -0.2785 0.2725 0.124
H -0.471 0.048 -0.118 -0.2476 0.1347 -0.4703 0.058
H 0.550 0.050 -1.536 -0.3904 -0.1385 -0.2204 0.085
H -1.233 -0.143 -1.730 0.1729 0.0753 0.0538 0.074
H -2.656 1.523 -0.881 -0.2309 0.5334 -0.0182 0.072
H -2.239 3.298 -0.742 -0.1438 -0.2452 0.0173 0.081
H -1.805 2.105 0.540 -0.2624 0.2411 -0.1556 0.084
H 1.941 0.809 -0.354 -0.0736 0.1882 -0.0066 0.115
H 3.512 1.744 1.268 -0.2515 -0.0470 -0.2239 0.132
H 4.205 2.351 3.387 -0.2364 0.1241 -0.0387 0.127
H 3.923 3.728 4.468 0.0783 0.1042 -0.4339 0.125
H 2.364 2.418 5.344 -0.2551 0.0815 -0.1825 0.126
H 1.341 3.114 4.037 0.0546 -0.2766 0.0017 0.127
H 0.888 0.546 2.250 -0.2983 0.5921 0.1277 0.087
H 0.038 1.553 3.506 0.4465 0.2321 -0.2422 0.125
H -0.791 -0.452 4.021 0.2317 -0.3461 0.0933 0.079
H 0.634 -0.572 5.060 0.0960 0.0512 -0.2706 0.085
H 2.135 -1.342 2.848 0.1213 -0.8436 -0.2630 0.062
H 0.667 -2.888 4.110 0.1966 -0.2217 -0.4965 0.046
H -0.996 -0.949 1.885 0.3514 -0.1145 0.2779 0.082
H 0.153 -1.574 0.735 0.1660 -0.3791 0.4110 0.060
H -0.922 -3.949 2.009 0.1236 0.1132 -0.3293 0.085
H -2.241 -2.801 1.920 0.2986 -0.2243 0.1601 0.108
H -0.957 -2.716 -0.681 -0.2318 0.0068 0.1422 0.102
H -2.635 -3.140 -0.222 0.2551 0.1175 -0.0679 0.112
H -1.572 -5.537 0.348 0.0063 0.2514 -0.0316 0.121
H -0.202 -4.892 -0.586 -0.2486 -0.1530 0.1860 0.097
H -1.862 -4.364 -2.473 0.0746 -0.0434 0.3299 0.109
H -3.072 -5.291 -1.602 0.2507 0.1528 0.1943 0.106
H -1.437 -6.404 -3.326 0.0682 -0.0069 0.0985 0.057
H -0.577 -6.681 -1.945 -0.0277 0.0845 -0.1833 0.057
H 0.983 5.132 1.807 0.2796 -0.1977 0.0412 0.126
H -0.575 4.260 0.247 0.0979 -0.2625 -0.1453 0.113
```
Positions in Å, forces in eV/Å.

The calculation puts the HOMO-LUMO gap at 9.17 eV. The multiplicity is 1. As for the energy above the lowest of the compared OMol25 structures with the same formula, charge and spin: 0.0 kJ/mol. The value obtained for the LUMO energy is 0.401 eV. Its SMILES is CC(C)(C)CC(C)(C)c1ccc(OCCOCC[PH2](CCCCCN)S(=O)(=O)F)cc1.

[2]
HN2O3P | the ωB97M-V functional and the def2-TZVPD basis

```
7
Properties=species:S:1:pos:R:3:forces:R:3:lowdin_charge:R:1
O -0.861 1.277 -0.243 0.4354 0.7205 -0.6218 -0.085
N -1.890 0.706 -0.108 1.5802 0.3604 0.4584 -0.727
P -3.073 -0.084 0.257 -1.8941 -1.0019 0.1239 0.859
O 0.983 -1.562 -0.435 -0.9965 -0.9198 -1.1356 -0.004
N 1.916 -1.154 0.144 0.0659 -0.9807 0.2326 -0.176
O 1.838 0.099 0.459 -1.0065 4.7170 -0.7438 -0.044
H 1.087 0.719 -0.074 1.8155 -2.8956 1.6863 0.178
```
Positions in Å, forces in eV/Å.

The calculation puts the HOMO-LUMO gap at 9.72 eV. The multiplicity is 1. As for the energy above the lowest of the compared OMol25 structures with the same formula, charge and spin: 28.4 kJ/mol. The value obtained for the LUMO energy is -0.342 eV. Its SMILES is [O-][N+]#P.O=NO.

[3]
C13H33AsN2O3SSm | the ωB97M-V functional and the def2-TZVPD basis

```
54
Properties=species:S:1:pos:R:3:forces:R:3:lowdin_charge:R:1
Sm 9.074 8.908 10.949 0.1447 -0.2144 -0.1422 1.568
C 12.470 8.375 10.843 0.4933 0.0171 -0.6656 -0.027
O 11.300 8.690 11.625 -0.8671 0.0608 0.3906 -0.405
C 11.554 8.353 13.009 0.5593 -0.1136 0.6902 -0.133
C 10.527 9.036 13.896 0.3401 -0.2309 0.4840 -0.107
O 9.196 8.888 13.354 0.1735 -0.2793 -0.2950 -0.317
C 8.420 7.808 13.917 -0.9807 0.1284 0.0864 -0.116
C 8.617 6.528 13.145 0.0450 -0.6968 -0.3888 -0.110
O 8.461 6.814 11.708 0.0348 0.6639 0.7951 -0.421
C 8.245 5.595 10.951 -0.5180 -0.0181 -0.0741 -0.016
H 13.240 9.118 11.111 -0.1042 -0.5636 -0.1979 0.127
H 12.191 8.475 9.779 0.2796 -0.1440 0.5859 0.065
H 12.752 7.335 11.089 0.1674 0.5676 -0.3165 0.128
H 12.578 8.719 13.241 -0.6591 -0.2686 0.1331 0.167
H 11.536 7.253 13.124 0.0772 0.4541 -0.1720 0.146
H 10.722 10.094 13.971 -0.0138 0.4221 -0.1254 0.136
H 10.537 8.639 14.929 0.1810 0.0861 -0.5598 0.166
H 7.366 8.131 13.835 0.4329 -0.1189 0.1053 0.158
H 8.664 7.708 14.979 -0.0955 -0.1634 -0.2112 0.161
H 7.859 5.764 13.389 0.2680 0.4412 0.2159 0.162
H 9.609 6.077 13.266 -0.1703 0.0930 0.1145 0.143
H 7.354 5.124 11.395 0.3790 -0.1041 -0.4694 0.125
H 9.140 4.985 11.059 -0.1603 -0.1964 -0.1853 0.121
H 8.067 5.906 9.911 0.0665 -0.3829 0.4101 0.067
C 5.278 11.867 11.842 -0.7400 0.1819 -0.3300 -0.158
C 6.609 12.419 12.298 0.3839 -0.0774 0.4090 -0.404
As 8.156 11.657 11.336 -0.5859 2.0418 -0.0293 1.117
C 9.585 12.793 12.103 0.2758 -0.7218 -0.2174 -0.436
C 9.398 14.296 12.068 -0.0176 0.7739 0.5476 -0.138
C 7.892 12.422 9.521 0.5444 -0.0849 0.0712 -0.405
C 7.216 11.434 8.582 -0.5898 0.0495 -0.4687 -0.185
H 4.464 12.290 12.460 0.3601 -0.2401 -0.2890 0.101
H 5.224 10.776 11.915 0.0022 0.1134 0.1144 0.065
H 5.048 12.131 10.792 0.1497 -0.0355 0.4981 0.077
H 6.811 12.214 13.359 -0.1627 -0.0572 -0.1877 0.083
H 6.680 13.517 12.197 0.0244 -0.5245 -0.2247 0.086
H 10.479 12.506 11.536 0.0833 0.0952 0.1759 0.060
H 9.709 12.430 13.128 0.0640 0.0688 -0.0636 0.064
H 9.214 14.688 11.065 0.0072 -0.1167 0.0590 0.077
H 10.341 14.772 12.432 -0.7634 -0.3189 -0.2258 0.106
H 8.573 14.640 12.731 0.5997 -0.2493 -0.4249 0.088
H 8.894 12.678 9.128 -0.3691 0.0425 0.2511 0.077
H 7.318 13.361 9.607 0.2450 -0.4325 0.0355 0.098
H 7.711 10.459 8.505 0.3919 -0.0656 0.0711 0.007
H 7.196 11.841 7.551 -0.1918 -0.2435 0.5245 0.101
H 6.194 11.180 8.893 0.1488 0.3212 -0.1724 0.076
N 9.838 9.816 6.762 -0.0925 -1.1215 0.9989 0.139
C 9.577 8.506 7.011 0.0010 0.9594 -3.3877 -0.794
N 9.276 7.751 5.925 0.2498 0.3559 2.1859 0.161
S 9.722 7.790 8.558 -0.0608 -0.1305 0.1196 0.630
H 9.953 10.203 5.823 -0.1302 -0.2549 0.4648 0.153
H 10.113 10.371 7.562 0.0494 0.0943 -0.5252 0.099
H 9.198 8.127 4.993 0.0390 0.0957 -0.0292 0.143
H 9.089 6.767 6.061 0.0110 0.0422 -0.1588 0.125
```
Positions in Å, forces in eV/Å.

The calculation puts the HOMO-LUMO gap (alpha / beta) at 7.18 / 9.17 eV. The multiplicity is 6. As for the energy above the lowest of the compared OMol25 structures with the same formula, charge and spin: 0.0 kJ/mol. Its net charge is +3. The expectation value of S² is 8.760. The value obtained for the LUMO energy (alpha / beta) is -11.414 / -9.382 eV.